1.
The following is a quantum chemistry calculation of a 16-piece molecular cluster, C22H76N27O16 overall in a non-equilibrium geometry, from the Open Molecules 2025 dataset.

Geometry (Å):
O -2.33370 -1.08625 -3.80848
O 5.06698 -1.77793 -0.56024
O 2.82698 5.64966 -0.79506
O 2.00231 -3.09488 -5.65456
O -5.67769 -2.40871 1.56127
O -2.18203 0.01579 4.66857
O 3.44083 -2.21581 5.42065
O 2.69620 -3.83768 0.85729
O -2.03479 0.81287 -1.74745
O 4.47124 1.53142 -1.68440
O 0.54409 3.41276 5.52568
O -4.97863 -0.85049 -3.58172
O -0.55783 5.00429 -2.18096
O -3.08119 -3.62777 -3.10012
O -6.00907 5.10278 1.41466
O -0.77439 2.63984 -3.46364
N -1.40046 -1.47593 6.14565
N -3.64268 -1.86642 0.80872
N -2.44096 6.11770 -1.66784
N -5.48866 2.93210 1.80890
N -6.58501 -1.10354 -2.12833
N 4.65393 -0.96658 1.51386
N 3.99400 1.36735 -3.93268
N -2.65527 -5.08450 -1.40938
N -4.14172 -1.17040 2.75414
N 6.63885 -1.49397 0.93132
N 3.57627 -4.54136 -5.24755
N 2.12453 2.15703 6.41143
N 2.79855 3.46234 -1.30516
N -0.34997 0.31964 5.80087
N 2.21677 -1.72886 3.61224
N 2.89323 -3.72072 3.98040
N -5.12941 0.41085 -1.75037
N -4.90701 3.75032 0.03128
N 2.32189 2.71539 4.35007
N -0.83807 0.54408 -0.85606
N -0.48381 6.65699 -0.87320
N 3.84997 -2.75371 -4.38627
N 2.65358 3.95469 0.77611
N 3.14069 -3.71994 -1.35593
N -4.58433 -4.63998 -2.09722
N 5.08171 -0.12074 -2.96320
N 1.82445 -5.21081 -0.65206
C 1.62123 2.77035 5.42754
C -5.60657 -0.49482 -2.61285
C 4.46504 0.99773 -2.77791
C 2.82075 -2.50797 4.47829
C -0.82951 1.31117 0.44545
C -4.59414 -1.86008 1.72659
C 2.51935 -4.18246 -0.30200
C -5.49604 3.98461 1.13267
C 3.08956 -3.36418 -5.20821
C -1.37894 -0.37334 5.50005
C 5.45070 -1.37422 0.54102
C -3.35232 -4.45241 -2.27607
C 0.51906 1.33460 1.07781
C 1.15080 -0.00738 1.07953
C 0.68325 -0.31848 -2.61767
C -0.55991 -1.89457 -0.91389
C -1.89063 0.73575 1.32171
C -1.08077 2.79758 0.26281
C 2.80059 4.45010 -0.45931
C 1.36410 -0.46923 -0.36129
C 0.03237 -0.53722 -1.20720
C -1.17514 5.86529 -1.58086
H -7.04178 -0.64741 -1.35153
H -0.78216 3.42231 1.10463
H -5.49677 0.52026 -0.81594
H 0.74670 -0.77863 1.73527
H 3.43279 2.20699 -3.94422
H -2.82189 1.16816 0.95582
H 2.38042 2.98533 0.85245
H -2.16761 -2.12327 6.03374
H -0.12319 -0.40846 -3.34545
H 3.34265 2.63714 -1.09757
H 2.73176 3.74535 -2.27239
H -2.99755 5.63242 -2.35690
H -3.20938 -0.98785 0.56285
H -3.13140 -5.58925 -0.67547
H 4.99827 -0.74438 2.43699
H -0.48828 3.18801 -0.56460
H 4.57613 -3.22349 -3.86464
H 1.34723 -1.05117 -3.07636
H 4.52940 -4.77759 -5.01130
H -1.10318 2.16456 -2.69708
H -4.28089 2.95918 -0.01513
H -1.06057 7.38094 -0.46902
H 2.13654 3.47418 3.70976
H -0.62970 -1.65644 6.77291
H -0.87544 -1.97760 0.12613
H -1.45642 -2.05105 -1.51380
H -2.29822 -0.35340 -3.18939
H 2.08873 -0.74957 3.82366
H -5.89536 2.88856 2.73237
H -5.09273 -3.99556 -2.68573
H 6.92882 -1.36968 1.89079
H -0.74369 3.55591 -3.17821
H 5.08081 -0.69077 -2.12944
H 2.12306 0.19800 1.52746
H -4.62701 -1.05384 3.63221
H -4.93526 4.54468 -0.59186
H 3.74241 -2.91439 -1.45135
H -1.91746 1.11516 2.34319
H 2.56387 -3.75167 3.02611
H 3.21934 2.26205 4.44577
H -5.15788 2.11922 1.30898
H -2.15646 2.85557 0.09662
H 2.44991 4.75285 1.36054
H -1.67880 -4.82928 -1.37108
H 2.99523 -4.26815 -2.19164
H 3.45377 -4.46310 4.37380
H 1.09952 0.68336 -2.72317
H 7.34610 -1.91351 0.34490
H -2.90752 -1.70283 -3.34788
H -6.91998 -2.02181 -2.38266
H -4.04629 -2.37875 0.03754
H 1.59696 2.19429 7.27188
H 1.81212 -5.45255 -1.63263
H 3.70855 -1.75614 -4.31591
H 1.76207 -2.12855 2.80380
H 0.51780 6.55156 -0.79727
H -3.21421 -0.77065 2.74825
H 2.89274 -5.23511 -5.51513
H -4.24123 0.75063 -2.09066
H 0.50060 1.72803 2.09416
H 1.80666 -1.45414 -0.51020
H 4.05455 0.80370 -4.76858
H -1.83840 -0.35111 1.25766
H -1.50203 2.42081 -4.05030
H 1.17648 -5.57718 0.03058
H 2.12571 0.17481 -0.80091
H 1.05982 2.00249 0.40728
H 0.15841 0.09231 6.64347
H -4.96460 -5.25349 -1.39074
H 5.21230 -0.50336 -3.88876
H 2.94689 1.59682 6.23826
H -2.63570 7.04089 -1.30742
H -0.42348 1.16447 5.25227
H 3.66340 -0.98011 1.31696
H -2.68561 -0.81494 -4.65945
H 0.14641 -2.70251 -1.10474

The value obtained for the highest occupied orbital energy is -0.3402 Eh. The value obtained for the molar mass is 975.02 g mol⁻¹. Its charge is +1.

2.
The following is a quantum chemistry calculation of C22H81B3FNO20 as an isolated structure in a non-equilibrium geometry, from the Open Molecules 2025 dataset.

Geometry (Å):
F 3.41086 4.77038 4.97259
O 2.26852 1.10169 -0.04169
O -1.89070 -7.35626 -3.92985
O -1.52360 -0.75238 3.36621
O -4.31282 -5.34254 1.85043
O -1.86568 -2.98886 -1.61805
O -3.71151 6.84739 -4.65939
O -7.41759 7.47054 -4.89531
O 6.82497 4.55030 5.85379
O 6.91251 0.10042 -0.62275
O 4.17631 -8.03465 -0.84584
O 2.37047 1.45495 2.29913
O 3.48022 2.88138 -3.50642
O 1.48951 -7.26167 -0.17706
O -1.85169 -3.42515 1.41655
O 4.21206 2.08342 0.99516
O 0.60613 6.34697 -6.95308
O -5.33294 -5.49186 -2.31834
O 3.48164 5.09665 8.29495
O -1.94542 -7.16073 1.32793
O -1.22613 5.04846 -3.24323
N 0.21646 1.79085 1.19039
C -2.30362 -4.12325 -2.36357
C 6.70256 -1.13945 0.04230
C 3.44150 3.70993 2.87603
C -2.01814 -8.53409 -3.14140
C -8.32215 6.90925 -3.94714
C -0.05053 7.46541 -7.54311
C -0.85049 4.52408 0.86176
C -0.36030 2.25688 -0.08939
C 4.56878 -9.27878 -1.40796
C -5.75357 -6.62462 -3.07334
C 4.07361 4.16939 -3.63703
C 3.44632 3.51504 4.36845
C -0.63455 6.31323 -3.54452
C -4.35249 6.30101 -3.50822
C 2.04787 -5.95313 -0.34740
C -2.15340 -8.39039 2.00793
C 2.86272 4.36052 9.34393
C -1.72109 -0.10221 4.62362
C -0.09272 3.74979 -0.22910
C 6.19461 3.81983 6.90471
C -0.66711 -4.20916 1.61878
C -4.60458 -5.53124 3.23452
B 3.36555 2.38149 2.05711
B 1.58844 1.42052 1.12795
B 3.41158 1.85869 -0.12029
H -3.70717 -5.82433 3.78821
H -0.46524 -4.75553 0.70537
H 7.49047 -1.81969 -0.27011
H 3.31265 4.93521 -3.80954
H -5.01684 -4.61931 3.67209
H -2.61239 -6.76610 -3.68532
H 0.51890 7.84839 -8.39380
H 3.96020 -9.52368 -2.28389
H -1.79613 4.03117 1.03677
H 2.76345 -5.95607 -1.16963
H -0.81786 -4.91938 2.43267
H 6.21398 0.69965 -0.34147
H -1.67524 4.74799 -4.04072
H 5.73474 -1.57078 -0.22852
H -0.12167 6.66864 -2.65299
H -1.42902 2.12747 -0.03070
H -1.40584 7.03192 -3.82718
H -1.94896 -0.82906 5.40656
H 6.12734 4.98181 5.34895
H -3.11414 -8.83387 1.72970
H 6.75143 -1.01458 1.12760
H -7.94602 7.03146 -2.92820
H 0.08616 6.20805 -4.35796
H -2.96822 -9.03831 -3.33968
H 3.02076 2.68547 -4.32935
H 3.65010 3.88291 9.92135
H -8.41186 5.84881 -4.16510
H 4.31168 2.96893 4.71678
H 2.55825 -5.67917 0.57157
H 4.48317 -10.08518 -0.67376
H -3.66203 -4.62883 1.78379
H 2.55378 2.97233 4.65079
H -1.35456 -9.06919 1.71985
H -2.11921 -3.93356 -3.41892
H -9.30807 7.37287 -4.02790
H -1.05816 7.19840 -7.87109
H 4.26171 4.33401 2.54406
H 2.78625 5.51824 7.77927
H 1.25638 -5.23038 -0.55217
H 6.96782 3.32704 7.48985
H -1.94906 -8.30084 -2.07434
H 0.66830 5.65722 -7.62163
H -5.50139 -5.68326 -1.38878
H -2.56143 0.57684 4.51414
H 2.20017 3.58886 8.94223
H -7.33987 8.41054 -4.70184
H 1.03578 -7.48993 -0.99623
H -0.77235 -1.34707 3.46978
H 4.59112 4.38927 -2.70643
H -5.56459 -6.41204 -4.12264
H -0.99653 5.55906 0.58662
H -4.97171 5.44510 -3.78815
H -0.12112 8.24221 -6.78678
H -2.04933 -3.20275 -0.69709
H 2.29180 5.02013 10.00257
H -0.36620 1.10782 1.66104
H -1.20399 -9.20196 -3.41122
H -4.97540 7.05782 -3.02474
H 4.79718 4.18582 -4.45607
H -5.19240 -7.51826 -2.78358
H 0.96605 3.93859 -0.08592
H -2.12251 -8.25042 3.09293
H 0.06292 1.75538 -0.95128
H -3.58326 5.97075 -2.81501
H -2.65670 -6.55845 1.58228
H -0.39988 4.08474 -1.20775
H 3.73792 2.38909 -1.12599
H -4.40752 7.13101 -5.26249
H -3.36902 -4.29536 -2.20713
H 3.25083 -8.11209 -0.57031
H 2.52833 4.25616 2.64663
H -2.02465 -2.93294 2.22852
H 0.18175 -3.55914 1.84689
H 5.52612 3.06022 6.49099
H -0.83451 0.46923 4.90581
H 5.62914 4.49381 7.54487
H -6.82120 -6.81216 -2.93701
H -5.34214 -6.32518 3.31414
H 5.60799 -9.19469 -1.71661
H -0.26773 4.49830 1.76875
H -1.74188 -5.01325 -2.05714

The value obtained for the highest occupied orbital energy is -0.3489 Eh. The value obtained for the molar mass is 731.31 g mol⁻¹. Its charge is 0.

3.
The following is a quantum chemistry calculation of C23H12Br2N4O5S5Sn as an isolated structure in a non-equilibrium geometry, from the Open Molecules 2025 dataset.

Geometry (Å):
Sn -0.56388 0.99503 0.39601
Br 1.41086 -5.97672 -2.44959
Br 3.47891 -0.74189 -2.41649
S -0.36249 3.47482 -0.94911
S -2.51681 5.82326 1.97437
S -0.91154 6.29958 -0.34902
S -2.24015 2.82793 1.84980
S -2.06257 8.64126 1.10481
O 6.70042 2.93361 -0.48283
O 6.83565 3.19480 1.80927
O 2.37790 1.49825 3.77350
O 1.01916 1.63322 2.03780
O 0.95241 -0.17646 -0.87038
N -0.91480 -1.92626 0.04099
N -2.85688 0.79305 -0.74480
N -6.08013 -2.15644 -0.33209
N -5.17066 0.09924 -0.45883
C 4.35524 2.11989 -0.52124
C 0.06375 -2.39163 -0.73936
C 1.04407 -1.41450 -1.15254
C 0.12784 -3.74631 -1.13224
C -1.86966 -2.72680 0.42096
C 2.20835 -3.27001 -2.24532
C -1.93992 -4.07494 0.03404
C 2.10787 -1.93263 -1.87599
C -0.93492 -4.58054 -0.73401
C 5.49422 2.58037 0.09204
C -5.60264 -1.10813 -0.39396
C 7.50046 3.40871 0.58255
C 1.23790 -4.16040 -1.89496
C 3.34073 1.99353 1.68570
C -1.21688 2.82390 3.34837
C -1.84961 4.40431 1.19564
C 3.27251 1.83751 0.30754
C 4.51964 2.44558 2.29403
C 5.57140 2.73771 1.46930
C -1.10440 4.60540 0.08853
C 2.15623 1.67258 2.58761
C -1.84183 7.00987 0.92549
C -3.95134 0.41765 -0.60551
H -0.15796 2.81976 3.07942
H -2.78950 -4.67137 0.32966
H -2.63499 -2.30458 1.04866
H -0.94701 -5.61310 -1.05593
H 3.06551 -3.59401 -2.81530
H 7.67695 4.49474 0.44570
H 8.45336 2.85391 0.58944
H 4.56448 2.53670 3.36665
H 4.29783 1.98837 -1.58680
H -1.46776 3.66696 3.98319
H 2.35492 1.46828 -0.13817
H -1.44760 1.90102 3.86974

The value obtained for the highest occupied orbital energy is -0.1015 Eh. The value obtained for the molar mass is 863.23 g mol⁻¹. Its charge is -2. The relative energy (zero: lowest compared OMol25 entry of this formula, charge and spin) comes out at 1.463 eV.

4.
The following is a quantum chemistry calculation of C23H12F2N5PdSe as an isolated structure, from the Open Molecules 2025 dataset.

Geometry (Å):
Pd 0.09449 0.54645 -0.72702
Se 3.95842 -3.34223 4.66837
F -4.32420 1.20098 -3.43783
F -1.19535 -1.64956 -5.37757
N -1.39574 1.94823 -0.43054
N 1.44609 0.88401 0.92330
N 0.84414 -1.42424 -0.33014
N 3.71047 -1.60895 4.37321
N 3.07570 -3.83166 3.20790
C 0.86396 -3.80795 -0.47241
C -3.64865 3.46710 0.04424
C 3.01671 -1.50470 3.27097
C -2.79953 -0.25698 -4.41156
C -0.66368 -0.65047 -3.32666
C 1.82466 2.05123 1.43180
C -2.27486 0.84477 -2.30913
C -1.55376 -0.84787 -4.36968
C 2.58403 2.15314 2.59104
C -2.54036 3.58707 0.86672
C 1.91028 -2.72830 1.37634
C 2.66445 -2.73773 2.62323
C 2.96464 0.99780 3.23740
C -1.04255 0.17374 -2.28012
C 1.86048 -0.25072 1.51202
C 0.52176 -2.54957 -0.95601
C -3.61858 2.57569 -1.01142
C 1.52326 -1.50212 0.83582
C -1.43781 2.80699 0.59049
C 2.61412 -0.23379 2.68666
C -2.47703 1.81238 -1.23605
C -3.13084 0.59085 -3.37652
C 1.56875 -3.90122 0.70331
H 3.54796 1.02135 4.14818
H -2.52172 4.26758 1.70498
H -0.03966 -2.44507 -1.87129
H -4.53331 4.06287 0.22376
H -4.46946 2.46403 -1.66236
H 2.85972 3.12675 2.96931
H -3.47885 -0.42740 -5.23374
H 0.57264 -4.68732 -1.02795
H -0.55416 2.86219 1.20844
H 1.50502 2.93435 0.89287
H 1.86538 -4.85496 1.11851
H 0.30295 -1.13672 -3.36085

The value obtained for the highest occupied orbital energy is -0.4204 Eh. The value obtained for the molar mass is 581.76 g mol⁻¹. Its charge is +1.